11
Properties=species:S:1:pos:R:3 method="wB97M-V/def2-TZVPD" energy_ha=-173.158549 homo_energy_ev=-9.7695 multiplicity=1 smiles=CN1CC1 e_above_lowest_ev=2.273 charge=0
C 0.9968 -0.1030 -0.9894
N -0.2055 0.5546 -0.2969
C -0.9448 -0.4386 0.1894
C -0.0798 0.1881 1.1938
H 1.8550 0.6106 -0.9333
H 1.2841 -1.0911 -0.5650
H 0.7339 -0.0865 -2.0665
H -0.6559 -1.4501 0.1037
H -2.1071 -0.4378 -0.0399
H 0.8057 -0.3468 1.2846
H -0.3105 1.0400 1.9323